# 1
Molecular formula: C2H9NO3Si
Method: DFT, ωB97M-V with the def2-TZVPD basis set

Each atom is followed by the atoms it is bonded to, with distances in Å.
Atoms and positions in Å:
1 C -2.22 -0.07 -1.27  N3 1.423, H8 1.196, H9 1.110, H10 1.143
2 C 2.10 1.16 1.55  Si7 1.882, H11 1.057, H12 1.148, H13 1.095
3 N -2.39 -0.10 0.14  C1 1.423, O6 1.491, H14 0.954
4 O 0.74 -1.29 0.18  Si7 1.536
5 O 2.90 -0.15 -0.86  Si7 1.578, H16 0.958
6 O -1.92 -1.45 0.57  N3 1.491, H15 1.040
7 Si 1.85 -0.24 0.32  C2 1.882, O4 1.536, O5 1.578
8 H -1.07 -0.31 -1.50  C1 1.196
9 H -2.64 -0.93 -1.84  C1 1.110
10 H -2.54 0.88 -1.81  C1 1.143
11 H 1.09 1.44 1.70  C2 1.057
12 H 2.68 0.74 2.45  C2 1.148
13 H 2.70 1.98 1.16  C2 1.095
14 H -3.32 -0.10 0.37  N3 0.954
15 H -0.89 -1.33 0.66  O6 1.040
16 H 2.93 -0.24 -1.82  O5 0.958

Properties
Multiplicity: 1
Charge: 0
Relative energy (zero: lowest compared OMol25 entry of this formula, charge and spin) in kcal per mole: 99.0
Structure (SMILES): C[Si](=O)O.CNO

Population analysis type Mulliken, resulting atomic charges in e: -0.518 -0.911 -0.341 -0.584 -0.463 -0.449 0.651 0.059 0.289 0.297 0.311 0.292 0.314 0.238 0.454 0.360



# 2
Molecular formula: C31H39N4S
Method: DFT, ωB97M-V with the def2-TZVPD basis set

Each atom is followed by the atoms it is bonded to, with distances in Å.
Atoms and positions in Å:
1 C -0.29 -4.48 1.69  C2 1.509, C6 1.509, H10 1.087, H11 1.092
2 C -0.32 -3.00 2.02  C1 1.509, N3 1.459, H12 1.091, H13 1.108
3 N 0.60 -2.28 1.15  C2 1.459, C4 1.298
4 C 1.78 -2.83 1.08  N3 1.298, N5 1.362, S9 1.756
5 N 2.09 -4.09 1.48  C4 1.362, C6 1.453, C7 1.450
6 C 1.08 -5.05 1.91  C1 1.509, N5 1.453, H14 1.103, H15 1.099
7 C 3.45 -4.57 1.38  N5 1.450, C8 1.516, H16 1.097, H17 1.099
8 C 4.28 -3.41 0.87  C7 1.516, S9 1.814, H18 1.097, H19 1.096
9 S 3.20 -2.02 0.43  C4 1.756, C8 1.814
10 H -1.01 -5.02 2.30  C1 1.087
11 H -0.56 -4.59 0.63  C1 1.092
12 H -1.30 -2.56 1.86  C2 1.091
13 H -0.07 -2.87 3.09  C2 1.108
14 H 1.25 -5.30 2.97  C6 1.103
15 H 1.23 -5.98 1.33  C6 1.099
16 H 3.82 -4.89 2.36  C7 1.097
17 H 3.51 -5.45 0.71  C7 1.099
18 H 4.96 -3.05 1.64  C8 1.097
19 H 4.84 -3.68 -0.03  C8 1.096
20 C -3.66 0.94 5.05  C21 1.515, C46 1.524, H47 1.096, H48 1.092
21 C -3.70 2.42 4.75  C20 1.515, N22 1.448, H49 1.106, H50 1.097
22 N -2.68 2.83 3.81  C21 1.448, C23 1.449, C27 1.367
23 C -2.47 4.26 3.79  N22 1.449, C24 1.514, H51 1.106, H52 1.097
24 C -1.21 4.64 3.05  C23 1.514, C25 1.529, H53 1.093, H54 1.096
25 C -1.20 4.00 1.66  C24 1.529, C26 1.505, H55 1.105, H56 1.096
26 C -1.55 2.54 1.67  C25 1.505, C27 1.428, C45 1.386
27 C -2.31 2.02 2.77  N22 1.367, C26 1.428, C28 1.429
28 C -2.78 0.68 2.69  C27 1.429, C29 1.378, C46 1.496
29 C -2.43 -0.13 1.63  C28 1.378, C30 1.431, H57 1.095
30 C -1.47 0.29 0.65  C29 1.431, C31 1.415, C45 1.436
31 C -0.85 -0.67 -0.19  C30 1.415, C32 1.423, H58 1.087
32 C -0.07 -0.36 -1.33  C31 1.423, C33 1.426, C44 1.422
33 C -0.15 -1.15 -2.52  C32 1.426, C34 1.385, H59 1.092
34 C 0.46 -0.78 -3.70  C33 1.385, C35 1.428, C39 1.498
35 C 1.20 0.44 -3.76  C34 1.428, N36 1.368, C43 1.426
36 N 1.76 0.86 -4.94  C35 1.368, C37 1.451, C40 1.450
37 C 1.93 -0.05 -6.05  N36 1.451, C38 1.517, H60 1.096, H61 1.107
38 C 0.69 -0.91 -6.23  C37 1.517, C39 1.531, H62 1.097, H63 1.092
39 C 0.30 -1.61 -4.93  C34 1.498, C38 1.531, H64 1.102, H65 1.096
40 C 2.66 2.00 -4.97  N36 1.450, C41 1.516, H66 1.107, H67 1.097
41 C 2.18 3.09 -4.03  C40 1.516, C42 1.529, H68 1.092, H69 1.097
42 C 2.03 2.54 -2.61  C41 1.529, C43 1.498, H70 1.102, H71 1.099
43 C 1.35 1.21 -2.57  C35 1.426, C42 1.498, C44 1.383
44 C 0.83 0.75 -1.38  C32 1.422, C43 1.383, H72 1.091
45 C -1.20 1.70 0.63  C26 1.386, C30 1.436, H73 1.089
46 C -3.67 0.13 3.76  C20 1.524, C28 1.496, H74 1.095, H75 1.103
47 H -2.76 0.71 5.63  C20 1.096
48 H -4.53 0.68 5.66  C20 1.092
49 H -4.70 2.69 4.35  C21 1.106
50 H -3.55 3.01 5.67  C21 1.097
51 H -3.34 4.76 3.33  C23 1.106
52 H -2.43 4.59 4.84  C23 1.097
53 H -1.15 5.73 2.98  C24 1.093
54 H -0.33 4.29 3.62  C24 1.096
55 H -1.92 4.55 1.02  C25 1.105
56 H -0.21 4.15 1.21  C25 1.096
57 H -2.89 -1.12 1.54  C29 1.095
58 H -1.20 -1.69 -0.09  C31 1.087
59 H -0.76 -2.06 -2.48  C33 1.092
60 H 2.14 0.55 -6.94  C37 1.096
61 H 2.81 -0.70 -5.90  C37 1.107
62 H -0.14 -0.27 -6.58  C38 1.097
63 H 0.89 -1.64 -7.01  C38 1.092
64 H 0.92 -2.52 -4.83  C39 1.102
65 H -0.74 -1.95 -5.01  C39 1.096
66 H 3.68 1.69 -4.69  C40 1.107
67 H 2.70 2.36 -6.01  C40 1.097
68 H 2.91 3.90 -4.04  C41 1.092
69 H 1.22 3.48 -4.37  C41 1.097
70 H 3.03 2.46 -2.14  C42 1.102
71 H 1.47 3.26 -2.00  C42 1.099
72 H 1.08 1.27 -0.46  C44 1.091
73 H -0.69 2.13 -0.23  C45 1.089
74 H -3.35 -0.89 3.99  C46 1.095
75 H -4.71 0.04 3.39  C46 1.103

Properties
Multiplicity: 1
Charge: +1

Population analysis type Mulliken, resulting atomic charges in e: -0.793 -0.267 -0.170 0.271 0.101 -0.680 -0.788 -0.393 -0.144 0.377 0.317 -0.051 0.343 0.313 0.387 0.288 0.312 0.322 0.359 -0.866 -0.627 -0.068 -0.665 -0.881 -0.774 0.631 0.522 0.374 -1.312 -0.085 -0.902 0.473 -1.262 0.678 0.417 0.025 -0.590 -0.870 -0.927 -0.634 -0.835 -0.603 0.310 -1.379 -1.348 -0.818 0.326 0.359 0.301 0.399 0.300 0.411 0.382 0.328 0.328 0.362 0.810 0.765 0.467 0.411 0.270 0.311 0.374 0.338 0.416 0.283 0.408 0.383 0.302 0.312 0.268 1.238 1.337 0.388 0.333



# 3
Molecular formula: C8H9N2O
Method: DFT, ωB97M-V with the def2-TZVPD basis set

Each atom is followed by the atoms it is bonded to, with distances in Å.
Atoms and positions in Å:
1 C 4.13 0.33 0.37  O11 1.120
2 C -0.07 -2.08 -0.24  C3 1.395, C5 1.451, H12 1.082
3 C -1.10 -1.19 0.06  C2 1.395, C6 1.479, H13 1.062
4 C -0.55 1.40 0.16  C6 1.393, C7 1.482, H14 1.060
5 C 1.24 -1.73 -0.77  C2 1.451, N10 1.274, H15 1.171
6 C -1.36 0.27 0.09  C3 1.479, C4 1.393, C8 1.532
7 C 0.92 1.47 0.00  C4 1.482, N9 1.420, H16 1.058, H17 1.130
8 C -2.86 0.51 0.26  C6 1.532, H18 1.114, H19 1.008, H20 1.080
9 N 1.11 0.65 -1.15  C7 1.420, N10 1.180
10 N 1.37 -0.49 -1.01  C5 1.274, N9 1.180
11 O 4.91 0.60 1.12  C1 1.120
12 H -0.06 -3.14 -0.05  C2 1.082
13 H -1.90 -1.69 0.55  C3 1.062
14 H -1.03 2.35 0.08  C4 1.060
15 H 2.07 -2.54 -0.92  C5 1.171
16 H 1.27 2.45 -0.16  C7 1.058
17 H 1.68 1.07 0.73  C7 1.130
18 H -3.23 1.40 -0.28  C8 1.114
19 H -3.18 0.76 1.18  C8 1.008
20 H -3.37 -0.41 -0.01  C8 1.080

Properties
Multiplicity: 1
Charge: +1
Relative energy (zero: lowest compared OMol25 entry of this formula, charge and spin) in kcal per mole: 115.9

Population analysis type Mulliken, resulting atomic charges in e: 0.151 -0.446 -0.258 -0.549 0.036 1.059 -0.399 -1.771 -0.502 0.506 -0.125 0.368 0.422 0.355 0.333 0.316 0.264 0.385 0.419 0.436



# 4
Molecular formula: C6H12NS
Method: DFT, ωB97M-V with the def2-TZVPD basis set

Each atom is followed by the atoms it is bonded to, with distances in Å.
Atoms and positions in Å:
1 C -0.70 -1.08 0.01  C2 1.369, N7 1.296, H9 0.995
2 C 0.62 -1.42 -0.01  C1 1.369, S8 1.809, H10 1.063
3 C 2.92 -0.03 -0.36  C4 1.454, S8 1.629, H11 1.089
4 C 4.10 0.79 -0.19  C3 1.454, H12 1.084, H13 1.082, H14 1.074
5 C -3.63 0.03 -0.25  C6 1.531, H15 1.126, H16 1.113, H17 1.027
6 C -2.52 0.66 0.58  C5 1.531, N7 1.462, H18 1.056, H19 1.058
7 N -1.21 0.02 0.47  C1 1.296, C6 1.462, H20 1.030
8 S 1.79 -0.30 0.79  C2 1.809, C3 1.629
9 H -1.27 -1.70 -0.52  C1 0.995
10 H 0.88 -2.45 -0.12  C2 1.063
11 H 2.83 -0.31 -1.41  C3 1.089
12 H 3.95 1.76 -0.66  C4 1.084
13 H 5.01 0.43 -0.66  C4 1.082
14 H 4.41 1.01 0.82  C4 1.074
15 H -4.54 0.69 -0.19  C5 1.126
16 H -3.24 0.04 -1.29  C5 1.113
17 H -3.78 -0.90 0.17  C5 1.027
18 H -2.75 0.52 1.60  C6 1.056
19 H -2.28 1.62 0.18  C6 1.058
20 H -0.58 0.61 1.03  N7 1.030

Properties
Multiplicity: 1
Charge: +1
Relative energy (zero: lowest compared OMol25 entry of this formula, charge and spin) in kcal per mole: 56.2

Population analysis type Mulliken, resulting atomic charges in e: 0.293 -0.918 0.271 -1.191 -1.230 -0.283 -0.211 -0.017 0.483 0.470 0.392 0.341 0.357 0.373 0.338 0.331 0.388 0.335 0.351 0.127



no.,Kohn-Sham gap (hartree),LUMO level (eV),HOMO level (eV)
1,0.306,-0.08,-8.392
2,0.219,-3.61,-9.580
3,0.306,-5.16,-13.495
4,0.254,-5.43,-12.341